# 1
The following is a DFT calculation (ωB97M-V/def2-TZVPD) of a structure of composition C18H26AsLuN3O2Si2.

Atoms and positions in Å:
C  -0.9730  2.8118  -4.0487
C  2.0491  -1.9745  -4.5327
H  -2.2605  -3.7766  2.9588
C  -1.9527  2.0062  -3.5337
As  0.9344  -0.5754  2.2361
H  -0.5890  -3.6734  -2.2853
C  1.8961  1.2800  -1.9851
Lu  0.5943  -0.4652  -0.6356
H  -1.9165  -3.2070  1.3518
N  -0.4094  0.9576  -2.0551
H  2.4082  3.1257  4.1257
C  0.3586  2.5803  -3.6714
H  0.9711  2.9431  0.8292
C  0.6278  1.6818  -2.6486
N  0.9816  -2.3528  -2.4099
Si  -1.2214  -1.5636  2.8573
C  -1.4511  -3.3498  2.3362
C  2.0612  -1.8761  -3.1346
C  -1.4397  -1.6346  4.7402
N  2.7481  0.4665  -2.7097
H  1.1592  3.0608  -4.2217
H  -1.4980  1.8178  4.2626
H  1.1953  -3.1866  -6.0905
H  -0.8601  2.9099  1.2544
C  -1.6500  1.1066  -2.4853
H  -2.5378  -1.6578  4.9017
C  0.1238  -3.4654  -4.3188
H  -0.0828  1.3149  5.1788
C  -0.3932  1.9727  4.3522
C  2.6940  -0.8372  -2.2905
H  -0.1629  2.9377  4.8201
H  -2.4402  0.5004  -2.0712
H  2.8994  1.3740  4.1676
H  -1.1055  -0.7869  5.3802
H  -2.9401  2.1712  -3.8663
H  -3.1948  -1.0570  1.5518
C  -2.4382  -0.4185  2.0131
H  3.2847  2.1807  2.7132
C  0.1427  -3.1811  -2.9583
H  -2.8602  0.2735  2.7543
H  -0.5759  -4.2755  -4.6415
C  0.2105  3.0177  1.6203
H  -1.0973  3.4067  -4.9014
H  2.7433  -1.4360  -5.1892
O  2.6818  -1.1351  -1.0264
H  -1.9121  0.2132  1.2691
O  1.9056  1.3213  -0.6903
H  0.3233  4.0255  2.0702
Si  0.8250  1.7364  2.8643
H  -0.9374  -2.5411  5.0286
H  -0.5916  -4.0617  2.2987
C  2.5611  2.2131  3.5350
C  1.1112  -2.9185  -5.0695

Output
total charge: +1
max |F|: 4.27 eV/Å
electronic energy: -137862.19749 eV
gap between HOMO and LUMO: 5.32 eV

***

# 2
The following is a DFT calculation (ωB97M-V/def2-TZVPD) of a structure of composition C18H26B2Cl3NO.

Atoms and positions in Å:
H  -0.9103  0.4377  8.1344
H  0.2127  0.2174  12.4188
C  -4.8050  -2.3651  4.1284
H  4.0611  -0.6740  9.3174
C  2.2074  2.9116  11.5619
H  2.7999  -1.2853  10.4092
B  0.3801  -0.0820  11.0303
H  -4.5782  -0.2193  4.2694
H  -0.7281  1.9572  7.2576
H  -1.6674  1.7746  10.0940
H  0.5446  1.1661  14.5841
Cl  2.4963  -0.3121  5.6164
H  1.6993  -0.2757  8.5830
H  2.9683  4.3411  12.9916
H  2.6612  1.1764  8.6092
H  -2.2239  -0.3416  5.1412
C  1.7957  2.8576  13.9721
C  0.3029  1.9450  9.1728
C  -4.2213  -3.6075  4.4480
C  -4.1055  -1.1980  4.4398
C  2.2273  0.4207  9.2568
H  -0.7559  -0.0779  10.7061
H  1.9060  3.2481  14.9724
C  0.8952  1.1584  12.5326
C  -2.8205  -1.2351  4.9804
Cl  1.8497  -2.5990  7.4645
B  1.4599  -1.8661  5.6872
C  2.3764  3.4376  12.8614
C  1.4757  1.7349  11.4024
O  0.0332  -1.5195  5.5748
H  0.6089  0.8178  7.2818
H  -5.8002  -2.3042  3.6707
H  2.6171  3.4468  10.7033
C  -0.8896  -2.4523  6.0523
H  -1.2318  -2.2855  7.0533
C  -2.9192  -3.6627  4.9821
H  -1.4149  3.2539  9.1733
N  1.1454  1.0759  10.1053
C  1.0476  1.7043  13.7996
C  -0.1924  1.2364  7.9021
H  0.9991  -1.0752  11.0713
H  -2.3998  -4.6109  5.1608
C  -0.9185  2.5439  9.8534
H  0.9947  2.7464  8.8788
H  -4.7881  -4.5291  4.2549
H  -0.6732  3.1018  10.7619
Cl  2.0053  -3.0667  4.3908
C  3.2555  -0.3813  9.9989
C  -2.2106  -2.4684  5.2565
H  -0.4966  -3.4958  6.0705
H  3.6920  0.2198  10.7971

Output
total charge: 0
max |F|: 3.82 eV/Å
ΔE to the lowest compared entry with this formula, charge and spin: 1.3472 eV
electronic energy: -61546.96439 eV
gap between HOMO and LUMO: 7.50 eV

***

# 3
The following is a DFT calculation (ωB97M-V/def2-TZVPD) of a structure of composition C18H26BN4O3RuS2.

Atoms and positions in Å:
N  -1.9548  -0.5718  -0.8781
C  -3.2697  1.2031  0.0271
H  -1.7233  3.6633  1.3517
N  -4.1053  -0.9370  -1.0721
H  4.9511  -0.2819  -2.8195
C  1.6792  -1.1778  -3.5346
H  -2.2850  -0.2983  3.2164
S  1.0496  2.5359  0.1068
H  -1.3088  -2.4051  -1.8028
H  1.3526  -1.2373  3.9824
O  0.5799  -0.8926  -2.8326
H  -0.3506  1.4145  3.3902
C  2.7636  2.0621  0.3962
H  1.8474  3.1667  -2.0773
C  2.8103  -0.6004  -2.8572
Ru  -0.3724  0.6619  -0.2248
H  -1.3206  1.2468  4.8565
B  0.9535  -0.1115  -1.7063
H  -1.4774  -1.2703  4.4306
H  3.2923  1.9126  -0.5381
C  1.0199  -2.0178  3.2993
H  1.5402  4.5739  -1.0101
H  0.9439  -2.3142  -5.2220
H  -5.1071  -0.8151  -1.0387
H  -4.4753  3.8487  1.4008
C  0.6738  -3.3202  4.0114
O  2.3731  0.0289  -1.7650
C  3.0851  -2.0006  -5.1891
H  1.5501  -3.6552  4.5633
H  0.2641  0.4998  4.7755
C  -3.8225  3.0860  1.0129
C  4.2244  -1.4235  -4.5069
H  1.7839  -2.1509  2.5323
H  -5.2951  1.7561  0.2694
C  -3.1741  -0.0827  -0.6391
C  4.1056  -0.7154  -3.3336
H  2.7522  1.1427  0.9770
C  -1.3107  -0.5123  3.6587
H  3.2214  2.8582  0.9794
O  0.2107  -0.2812  1.4779
H  0.1788  3.7147  -1.7696
C  1.1743  3.6065  -1.3451
H  0.3899  -4.1009  3.3077
H  3.2751  -2.5373  -6.1098
C  -3.4653  -2.0310  -1.6158
N  -4.3143  1.9520  0.4071
H  -4.0133  -2.8568  -2.0348
H  -0.1329  -3.1903  4.7331
C  -0.6255  0.7328  4.1941
N  -2.1310  1.7981  0.3602
S  -0.4044  -1.4076  2.3885
C  -2.4664  2.9798  0.9786
C  1.7965  -1.8882  -4.7134
H  5.1988  -1.5666  -4.9561
C  -2.1354  -1.7935  -1.4929

Output
total charge: +3
multiplicity: 5
max |F|: 0.71 eV/Å
ΔE to the lowest compared entry with this formula, charge and spin: 0.0000 eV
electronic energy: -56095.15373 eV
expectation value of S²: 6.032
gap between HOMO and LUMO (alpha / beta): 8.95 / 5.34 eV

***

# 4
The following is a DFT calculation (ωB97M-V/def2-TZVPD) of the molecule C18H26BrN3O3S.

Atoms and positions in Å:
C  -3.2899  2.9177  0.4887
C  -2.1544  1.0168  -1.9088
H  0.0683  2.2934  -2.5326
O  0.6974  -2.0704  -2.7353
C  1.0877  -2.0198  0.8550
H  2.8971  -0.8332  0.7585
C  -1.2654  -0.1437  -2.3674
C  2.5190  -1.7177  1.3057
H  1.9197  -3.7175  -1.8719
N  -1.4133  2.0001  -1.1360
C  -4.4484  4.9472  -0.0134
C  -5.6384  3.0525  0.9157
H  5.3036  -3.5415  1.2146
C  4.6999  -2.7224  1.6137
N  1.0822  -2.3736  -0.5447
H  0.4177  2.8909  -0.8959
H  -2.3415  4.6401  -0.3193
O  -2.0130  0.6938  1.0348
H  -2.6085  1.5238  -2.7682
C  1.9415  -3.5114  -0.8012
H  -1.8760  -1.0245  -2.5645
C  -0.0047  2.0642  -1.4670
H  5.1609  -1.7739  1.2845
S  -1.7475  2.0051  0.5029
H  0.4453  -1.1677  1.0637
H  4.1654  -3.6835  3.4599
H  -0.8155  -0.5739  -0.3347
H  -0.7353  0.1031  -3.2876
C  0.5463  -1.6977  -1.5842
H  2.5106  -1.4880  2.3712
H  5.7442  -2.8874  3.4851
C  4.7180  -2.8061  3.1360
H  -4.4234  1.3185  1.3095
C  -3.2744  4.2162  0.0148
C  -5.6185  4.3533  0.4376
H  1.0925  0.8053  -0.1038
H  1.5611  0.6172  -1.8031
Br  -7.2325  5.3487  0.3987
H  -2.9544  0.6469  -1.2638
C  0.7146  0.7511  -1.1257
H  3.9918  -4.0817  -0.4966
H  3.7682  -2.3713  -0.9460
C  -4.4564  2.3312  0.9396
N  3.3585  -2.8792  1.0768
C  -0.2528  -0.4413  -1.2605
H  -4.4604  5.9632  -0.3769
H  0.7218  -2.8828  1.4236
O  -0.7462  2.7991  1.1496
H  -6.5609  2.6141  1.2638
H  4.2744  -1.9257  3.5927
C  3.3640  -3.2022  -0.3390
H  1.5600  -4.3756  -0.2485

Output
total charge: 0
max |F|: 1.15 eV/Å
ΔE to the lowest compared entry with this formula, charge and spin: 0.2124 eV
electronic energy: -110578.65684 eV
gap between HOMO and LUMO: 9.11 eV
SMILES string: CCN1CCN(C(=O)C2CCN(S(=O)(=O)c3ccc(Br)cc3)CC2)CC1

***

# 5
The following is a DFT calculation (ωB97M-V/def2-TZVPD) of a structure of composition C18H26CuN5O3SSeTe.

Atoms and positions in Å:
H  -2.9270  -4.9820  -2.7093
H  -2.4112  -3.0063  -1.0120
C  -1.0801  -7.2221  -0.1810
Te  -0.5670  -3.1113  0.9499
H  -0.3693  2.1402  -2.1191
C  1.1056  0.2617  2.5377
C  -1.8775  -7.8000  -1.1547
H  2.7099  -0.7928  1.6366
H  -1.4620  -0.0029  4.1912
N  -2.7171  1.5200  2.2207
H  1.6859  1.2173  -2.4342
H  -0.8071  -3.1473  -1.7220
C  -1.6171  -5.0265  -1.0158
H  -1.5054  3.1093  4.9826
C  -1.4062  2.6496  3.9967
C  -2.0594  -0.8868  3.9963
C  -2.6270  0.2541  1.8298
H  -3.4970  2.9017  3.5334
O  1.2585  0.2447  3.7560
H  -0.5575  -7.8484  0.5334
C  -2.5445  -6.9924  -2.0678
C  -2.4114  -5.6158  -1.9975
C  1.6388  1.9776  -1.6536
H  0.9907  -5.3120  0.6955
N  0.2220  2.1695  -1.2964
N  1.8269  0.5280  0.2400
H  -3.1312  1.3518  4.2485
C  -3.0681  -1.1860  5.0932
H  0.0933  3.0668  -0.8454
Cu  -0.0776  0.1957  0.0180
O  3.5467  1.9921  -0.2000
H  -1.3353  -1.7012  3.9296
C  -1.4617  -3.5322  -0.9429
C  2.4432  1.4880  -0.4450
H  -2.6368  -1.6569  2.1527
C  -0.4144  -0.6242  -2.9781
H  -3.6020  -2.1142  4.8835
H  2.1185  2.8851  -2.0237
H  -1.0653  3.4183  3.3003
H  -3.8126  -0.3935  5.1919
C  -0.0644  -5.1984  0.9435
N  -2.6700  -0.7860  2.6673
N  -0.1611  -0.6728  -1.8429
O  -0.0585  0.3323  1.9718
S  -2.5208  -0.0521  0.1295
H  -2.5624  2.1613  1.4586
H  -3.1694  -7.4366  -2.8325
C  -2.7555  2.0989  3.5552
C  -0.9431  -5.8380  -0.1023
H  -1.9811  -8.8770  -1.2015
H  -2.5553  -1.2956  6.0500
Se  -0.8072  -0.5405  -4.7250
H  3.0612  0.9137  1.9040
H  -0.6351  1.8798  4.0372
C  2.2883  0.2181  1.5736
H  -0.2355  -5.6300  1.9282

Output
total charge: -1
multiplicity: 2
max |F|: 0.19 eV/Å
ΔE to the lowest compared entry with this formula, charge and spin: 0.6442 eV
electronic energy: -160799.55048 eV
expectation value of S²: 0.754
gap between HOMO and LUMO (alpha / beta): 7.14 / 7.13 eV

***

# 6
The following is a DFT calculation (ωB97M-V/def2-TZVPD) of a structure of composition C18H26F6HfIN3O4Si.

Atoms and positions in Å:
H  2.3994  -1.5085  5.3005
H  2.0890  -0.0303  -4.7415
N  1.2054  -1.1774  0.1245
H  3.9743  1.9978  -0.9528
C  2.9654  -2.0809  3.2952
C  2.7208  -2.0359  1.9415
I  -3.8501  -0.3841  -1.6826
O  -0.8556  -3.2618  -3.5351
H  -2.2706  -3.4384  -2.1288
C  1.2529  0.1314  -4.0299
C  2.1735  -1.6932  -0.8557
C  -3.3956  1.0360  3.7617
Hf  -1.3528  -0.6269  -0.2460
H  2.2166  -2.7843  -0.7732
H  -0.3013  1.5722  -3.6859
F  0.3485  -0.0206  4.6064
C  -1.7797  2.9618  2.1034
H  3.1745  -1.3143  -0.6114
O  -1.0643  -1.8449  -1.8155
C  0.5837  1.4710  -4.3130
H  -1.4214  -2.7905  2.1292
F  -2.7197  -2.7785  0.6017
N  -0.8942  1.3101  -0.9572
C  2.1889  -1.4453  4.2448
O  -1.3506  3.5809  -1.4957
C  2.9405  0.8004  -2.4329
H  -0.8041  2.6263  2.4632
H  -4.0492  0.1603  3.7946
H  1.0932  -1.9689  -2.6793
H  2.2929  2.4859  -1.2475
H  -3.9024  1.8617  4.2703
C  -1.4015  -2.8744  -2.5130
H  -2.1707  3.6983  2.8121
F  -0.1299  0.1354  1.9597
H  0.5213  -0.6587  -4.2020
H  -2.4838  0.7998  4.3166
H  0.2844  1.5194  -5.3628
H  -1.6283  3.4672  1.1472
H  2.6108  1.0483  -0.3065
F  -0.6150  -3.4588  0.4588
C  -4.5976  2.2813  1.2741
H  2.8313  -1.7564  -2.8711
F  3.6115  -2.7302  1.1800
Si  -3.0025  1.5133  1.9595
C  -1.1410  2.4406  -1.2229
C  0.8645  -0.6581  2.4063
C  1.1238  -0.7119  3.7438
C  1.9341  -1.3886  -2.3280
C  -1.4039  -2.4605  1.0863
C  2.9613  1.6335  -1.1534
O  -2.5125  0.2345  1.1505
F  4.0326  -2.7957  3.7292
H  3.0782  1.4774  -3.2816
H  -4.3834  2.8281  0.3524
H  1.2474  2.3130  -4.1017
H  -5.3294  1.5074  1.0326
H  -5.0443  2.9739  1.9937
H  3.8134  0.1261  -2.4392
N  1.7219  0.0118  -2.6567
C  1.5990  -1.3275  1.3831

Output
total charge: -2
max |F|: 1.51 eV/Å
ΔE to the lowest compared entry with this formula, charge and spin: 0.4721 eV
electronic energy: -65346.70806 eV
gap between HOMO and LUMO: 6.71 eV

***

# 7
The following is a DFT calculation (ωB97M-V/def2-TZVPD) of a cluster of 3 separate species, C18H26FN5O5S in total.

Atoms and positions in Å:
H  3.5369  -0.7745  6.3329
H  -6.9663  3.4858  -5.3074
H  4.4704  -2.3425  -2.2095
C  4.4327  -3.8341  -0.6760
H  2.0521  -1.4757  -3.1932
H  1.9210  -0.5847  7.0191
H  -0.3172  -0.7099  6.4536
H  2.7178  -2.1597  7.0670
H  -0.7671  2.6734  1.2496
C  5.2009  -3.1170  0.4230
H  -5.9387  1.2158  -5.5668
C  2.5750  -2.1336  -1.2263
C  2.2374  -2.0492  0.1449
O  -3.6438  1.1882  0.0233
C  -3.9676  3.8476  -3.8849
S  -2.4948  2.0267  -0.1870
H  0.4962  0.6842  5.7200
C  3.7259  -2.9807  -1.7251
H  5.4620  -1.2700  1.1067
C  -1.1857  0.9598  -0.8049
N  -6.1131  3.1866  -4.8632
H  -3.4094  4.7586  -3.6960
N  1.9811  -1.5921  5.1867
H  5.1805  -4.4477  -1.1856
C  -0.0407  -0.2413  5.5089
C  0.4694  -0.5195  -0.3389
H  -6.7108  1.3766  -3.9824
O  -2.6173  3.1813  -1.0321
C  -5.2703  4.2121  -4.5541
H  2.4902  -2.2179  4.5817
H  -4.9676  1.5956  -4.1409
C  1.2149  -1.2625  0.5880
C  -1.8403  2.5384  1.3686
F  -1.6315  1.4939  -3.0721
H  0.9833  -1.2053  1.6456
H  -3.3746  3.1948  -4.5270
N  -0.5349  0.2958  0.0914
N  0.0472  0.0816  -2.6478
C  -0.8862  0.8280  -2.1970
H  3.7532  -4.5316  -0.1888
O  -5.5765  5.3638  -4.8133
N  5.5377  -1.7807  0.2368
C  0.7715  -0.6126  -1.7175
C  2.5694  -1.2589  6.4703
O  0.4361  -1.5453  3.5629
H  -2.0040  1.7567  2.1029
C  1.8286  -1.4298  -2.1342
O  5.5426  -3.7126  1.4262
H  -2.3108  3.4841  1.6186
C  -5.9219  1.7701  -4.6261
H  -0.9434  -0.0095  4.9530
C  0.8007  -1.1733  4.6703
H  5.0061  -1.3108  -0.4816
H  2.7850  -2.6260  0.8769
H  -4.1419  3.3446  -2.9361
H  3.3506  -3.6356  -2.5130

Output
total charge: 0
max |F|: 0.77 eV/Å
ΔE to the lowest compared entry with this formula, charge and spin: 0.0000 eV
electronic energy: -50329.36005 eV
gap between HOMO and LUMO: 8.18 eV
SMILES string: CS(=O)(=O)c1nc2ccc(CCC(N)=O)cc2nc1F.CNC(C)=O.CNC(C)=O

***

# 8
The following is a DFT calculation (ωB97M-V/def2-TZVPD) of a structure of composition C18H26GaN6O2S2Te.

Atoms and positions in Å:
C  -4.0711  -1.6260  0.7621
O  0.9502  -3.2832  1.5379
H  -0.4339  -0.1082  -2.9915
C  -2.4604  2.5775  -2.8031
H  -3.5910  1.2365  -0.8953
C  0.0555  2.5699  -2.6543
C  4.2260  -3.5226  2.8865
N  -0.0114  1.5637  -0.4231
C  2.9223  -0.5267  1.1250
H  0.9754  1.2622  -0.3089
H  -3.3005  2.1613  0.4031
H  -1.6271  -2.7951  -1.2496
H  -2.0513  -0.0108  -2.8128
C  5.6004  -3.3902  2.7415
H  -5.1397  -1.6607  0.9281
H  0.9560  1.9836  -2.8579
C  -1.3152  3.6586  -0.8371
H  3.7901  -4.3580  3.4164
H  -1.2129  4.6387  -1.3089
N  -1.3313  -1.5715  0.3867
C  -2.5955  2.9862  -1.3331
C  -1.8859  -0.8634  1.3873
H  -0.5476  0.8773  -1.0383
C  -3.4972  -2.3225  -0.3076
C  -0.0493  2.8748  -1.1628
C  6.1477  -2.3001  2.0675
H  -3.4014  3.7267  -1.2837
H  5.7622  -0.4641  0.9960
H  -4.0916  -2.9049  -0.9948
H  0.8196  3.4440  -0.8304
H  -3.6851  -0.3449  2.4360
H  -1.1212  1.7994  -4.2686
C  -3.2727  -0.8989  1.6036
C  3.4462  -2.5365  2.3183
H  0.1646  3.5144  -3.1904
S  1.7132  -2.3371  2.3830
H  7.2221  -2.2246  1.9706
Ga  0.6331  -1.9459  -0.0895
H  -1.3808  3.8397  0.2401
N  -1.1817  0.4685  -2.6075
Te  1.3857  -2.2743  -2.3152
H  6.2544  -4.1426  3.1600
H  -3.3310  1.9846  -3.1017
C  3.9690  -1.4367  1.6516
H  -2.4995  3.4894  -3.4034
O  1.2387  -2.1639  3.7155
H  -0.4569  1.6099  0.4924
S  3.2105  0.7716  0.1851
N  -1.0958  -0.0665  2.1664
H  -1.4869  0.2091  3.0530
C  5.3430  -1.3121  1.5200
C  -1.1797  1.8290  -3.1761
N  1.6562  -0.9863  1.4345
C  -2.1410  -2.2722  -0.4504
N  -2.8922  1.8328  -0.4662
H  -0.1031  -0.2591  2.1940

Output
total charge: +1
max |F|: 0.22 eV/Å
ΔE to the lowest compared entry with this formula, charge and spin: 0.0000 eV
electronic energy: -113460.57902 eV
gap between HOMO and LUMO: 6.41 eV